18
Properties=species:S:1:pos:R:3:forces:R:3 method="wB97M-V/def2-TZVPD" gap_ev=8.739 smiles="C=CSSP(OC)OC" multiplicity=1 total_charge=0
S -0.732 -0.722 0.565 -0.44 0.06 0.14
S -2.072 -1.550 -0.803 0.49 -0.43 -0.40
P 1.009 -0.270 -0.646 -0.08 -0.54 0.49
O 1.945 -1.333 0.212 -1.62 0.25 -0.32
O 1.536 1.087 0.092 0.66 -0.91 0.75
C -4.057 -0.422 0.739 1.06 -0.27 2.70
C 1.181 2.374 -0.368 0.90 0.15 0.37
C -3.710 -1.097 -0.347 1.36 1.11 0.58
C 3.321 -1.090 0.159 0.48 -1.51 -0.99
H 3.472 -0.310 -0.536 0.87 1.25 -0.48
H 3.843 -1.971 -0.275 -0.30 0.30 0.55
H -4.320 -1.335 -1.185 -0.81 -0.20 -0.32
H 3.661 -0.869 1.141 0.57 0.33 0.67
H 0.167 2.272 -0.644 -1.27 0.74 -0.73
H -3.229 -0.278 1.627 -2.31 -0.09 -2.45
H 1.850 2.649 -1.213 -0.59 0.17 0.54
H 1.254 3.065 0.502 0.12 -0.40 -0.83
H -5.117 -0.202 0.981 0.93 -0.01 -0.26